(1)
A structure of composition C56H46LuN7O4S4. Source: the OMol25 dataset; level of theory: ωB97M-V/def2-TZVPD.

Geometry as XYZ:
```
118
C56H46LuN7O4S4 (ωB97M-V/def2-TZVPD)
Lu -2.789 10.092 17.922
C -3.443 13.331 14.953
O -3.621 13.981 16.107
C -2.777 14.267 17.152
C -2.801 15.491 17.753
C -2.092 15.662 18.985
C -1.454 14.526 19.631
C -1.613 13.271 19.007
C -1.179 12.199 19.839
N -1.605 10.942 19.657
N -1.068 10.041 20.531
C -0.972 8.820 19.956
O -1.241 8.548 18.697
C -0.699 7.707 20.845
C -0.174 6.529 20.205
C -0.147 5.342 20.844
C -0.411 5.138 22.170
C -0.876 6.301 22.831
C -1.009 7.534 22.142
C -2.121 13.094 17.716
O -2.263 12.031 17.065
H -4.378 13.240 14.556
H -2.779 12.310 15.074
H -2.958 14.083 14.318
H -3.383 16.225 17.135
H -2.146 16.622 19.353
H -0.948 14.544 20.613
H -0.437 12.207 20.780
H 0.059 6.732 19.234
H 0.067 4.407 20.337
H -0.329 4.161 22.504
H -1.285 6.083 23.881
H -1.525 8.275 22.720
O -4.458 9.221 16.232
N -4.349 9.127 14.933
C -5.366 8.587 14.210
C -5.332 8.486 12.837
C -4.131 8.841 12.167
C -3.046 9.161 12.905
C -3.060 9.289 14.377
S -1.758 9.582 15.350
H -6.089 8.192 14.867
H -6.211 8.333 12.298
H -4.071 8.758 11.109
H -2.061 9.375 12.422
N -4.743 11.393 18.300
S -5.875 11.746 19.170
N -6.479 10.894 20.346
S -7.249 9.491 20.363
N -6.733 8.375 19.400
S -5.184 7.797 19.199
N -4.097 8.627 19.064
C -5.532 6.559 17.851
C -4.347 6.159 17.239
C -4.684 5.627 15.937
C -5.930 5.234 15.404
C -7.054 5.387 16.320
C -6.738 6.129 17.637
C -5.029 6.745 20.795
C -5.261 5.394 20.813
C -4.763 4.792 22.019
C -4.366 5.410 23.072
C -4.307 6.848 23.151
C -4.590 7.518 21.936
C -9.020 9.737 20.010
C -9.456 9.104 18.525
C -10.811 9.280 18.408
C -11.614 9.843 19.379
C -11.111 10.255 20.561
C -9.788 10.266 20.887
C -7.167 9.094 21.942
C -6.853 9.970 23.070
C -7.250 9.505 24.382
C -7.745 8.269 24.466
C -8.119 7.315 23.441
C -7.686 7.691 22.221
C -7.429 11.839 18.061
C -7.322 11.153 16.908
C -8.325 11.028 15.914
C -9.519 11.721 16.177
C -9.646 12.310 17.393
C -8.648 12.358 18.323
C -5.727 13.244 19.956
C -6.322 14.368 19.365
C -6.246 15.663 20.034
C -5.635 15.747 21.212
C -5.229 14.572 21.878
C -5.288 13.288 21.330
H -3.339 6.411 17.698
H -3.830 5.515 15.392
H -6.307 4.896 14.393
H -8.028 5.348 15.901
H -7.662 6.514 17.967
H -5.187 4.553 20.117
H -4.696 3.717 22.012
H -4.456 5.522 24.398
H -3.932 7.265 24.031
H -4.488 8.640 22.029
H -8.657 8.811 17.893
H -11.425 8.988 17.558
H -12.785 9.702 19.490
H -11.811 10.610 21.215
H -9.116 10.476 21.702
H -6.803 11.062 22.912
H -7.159 9.963 25.525
H -7.332 7.628 25.182
H -7.888 6.073 23.780
H -7.985 7.155 21.367
H -6.359 10.595 16.825
H -8.053 10.599 15.006
H -10.307 11.542 15.573
H -10.572 12.730 17.829
H -8.743 13.141 19.041
H -6.396 14.243 18.308
H -6.613 16.603 19.418
H -5.531 16.731 21.525
H -4.101 14.704 22.603
H -5.033 12.248 21.397
```

Output
LUMO energy (spin up / spin down)   2.13 / 2.12 eV
⟨S²⟩   0.78
Multiplicity   2
Total charge   -1
Highest occupied orbital energy (spin up / spin down)   -0.1093 / -0.1688 hartree

Here are the Mulliken charges for atoms 1 to 6, given in e: 0.804 -0.604 -0.405 0.170 -0.490 -0.891

(2)
A structure of composition C56H48Cl4O5PS2Ta. Source: the OMol25 dataset; level of theory: ωB97M-V/def2-TZVPD.

Geometry as XYZ:
```
117
C56H48Cl4O5PS2Ta (ωB97M-V/def2-TZVPD)
Ta -0.367 0.220 -0.057
Cl -1.700 1.530 -2.176
C -2.084 0.359 -3.390
C -2.634 0.797 -4.580
C -2.977 -0.128 -5.549
C -2.767 -1.477 -5.316
C -2.203 -1.894 -4.123
Cl -1.961 -3.591 -3.878
C -1.838 -0.987 -3.117
S -1.118 -1.593 -1.637
H -2.794 1.855 -4.737
H -3.411 0.205 -6.482
H -3.035 -2.217 -6.058
C 6.487 0.075 0.076
C 5.174 0.000 -0.679
C 5.398 -0.344 -2.143
O 4.480 1.237 -0.532
C 3.132 1.010 -0.160
C 3.009 -0.531 -0.111
O 4.346 -0.979 -0.078
C 2.207 -1.138 1.073
O 0.875 -0.743 0.844
C 2.597 -0.673 2.478
C 3.895 -0.339 2.855
C 4.169 0.048 4.161
C 3.160 0.080 5.113
C 1.872 -0.286 4.752
C 1.593 -0.653 3.444
C 2.331 -2.668 1.008
C 1.373 -3.406 0.324
C 1.453 -4.790 0.262
C 2.501 -5.453 0.879
C 3.467 -4.721 1.554
C 3.381 -3.340 1.627
C 2.174 1.757 -1.135
O 0.846 1.333 -0.885
C 2.513 1.437 -2.594
C 3.545 2.119 -3.238
C 3.859 1.829 -4.555
C 3.144 0.862 -5.252
C 2.110 0.190 -4.622
C 1.795 0.478 -3.298
C 2.216 3.273 -0.939
C 1.380 4.036 -1.752
C 1.320 5.411 -1.616
C 2.094 6.047 -0.651
C 2.930 5.295 0.156
C 2.998 3.911 0.010
H 7.184 0.719 -0.460
H 6.911 -0.926 0.158
H 6.330 0.485 1.072
H 5.942 0.461 -2.636
H 4.445 -0.485 -2.654
H 5.976 -1.267 -2.204
H 2.973 1.417 0.842
H 2.508 -0.902 -1.018
H 4.691 -0.387 2.132
H 5.182 0.317 4.432
H 3.378 0.389 6.127
H 1.074 -0.277 5.486
H 0.581 -0.914 3.156
H 0.538 -2.906 -0.142
H 0.689 -5.346 -0.268
H 2.557 -6.534 0.852
H 4.293 -5.231 2.035
H 4.141 -2.792 2.166
H 4.097 2.877 -2.700
H 4.668 2.360 -5.041
H 3.392 0.638 -6.282
H 1.538 -0.561 -5.155
H 0.980 -0.052 -2.821
H 0.765 3.541 -2.495
H 0.665 5.985 -2.260
H 2.042 7.121 -0.534
H 3.536 5.779 0.912
H 3.684 3.349 0.630
Cl -0.707 4.202 0.776
C -0.431 3.466 2.353
Cl 0.751 2.129 2.292
H -1.366 3.049 2.703
H -0.022 4.227 3.005
S -2.246 0.932 0.960
O -1.329 -2.029 1.599
P -1.874 -2.989 2.603
C -3.531 -3.517 2.125
C -3.987 -3.113 0.874
C -5.264 -3.469 0.458
C -6.081 -4.220 1.290
C -5.629 -4.616 2.544
C -4.356 -4.266 2.964
C -2.006 -2.297 4.270
C -2.254 -0.931 4.376
C -2.396 -0.347 5.627
C -2.299 -1.125 6.774
C -2.054 -2.488 6.670
C -1.906 -3.076 5.423
C -0.888 -4.492 2.818
C 0.371 -4.385 3.412
C 1.166 -5.508 3.561
C 0.707 -6.746 3.128
C -0.541 -6.859 2.535
C -1.335 -5.732 2.370
H -3.338 -2.515 0.244
H -5.619 -3.152 -0.515
H -7.077 -4.494 0.965
H -6.276 -5.192 3.194
H -4.001 -4.568 3.943
H -2.328 -0.330 3.477
H -2.583 0.717 5.704
H -2.417 -0.671 7.750
H -1.972 -3.092 7.565
H -1.709 -4.139 5.345
H 0.724 -3.420 3.757
H 2.145 -5.418 4.016
H 1.329 -7.625 3.250
H -0.895 -7.825 2.198
H -2.309 -5.815 1.903
```

Output
LUMO energy   0.46 eV
Multiplicity   1
Energy relative to the best compared isomer or geometry (same formula, charge and spin)   33.0 kcal/mol
Total charge   0
Highest occupied orbital energy   -0.2845 hartree

Here are the Mulliken charges for atoms 1 to 6, given in e: -1.384 0.081 0.631 -0.798 -0.458 -0.725

(3)
A structure of composition C56H48F3N3NaO4PS. Source: the OMol25 dataset; level of theory: ωB97M-V/def2-TZVPD.

Geometry as XYZ:
```
117
C56H48F3N3NaO4PS (ωB97M-V/def2-TZVPD)
Na -1.106 -1.442 1.367
N -2.906 -1.157 -1.226
C -3.155 -1.960 -2.261
C -4.408 -2.605 -2.418
C -4.658 -3.459 -3.504
C -3.799 -3.610 -4.516
C -2.489 -3.029 -4.371
C -2.185 -2.190 -3.327
P -0.465 -1.506 -3.078
C 0.298 -1.501 -4.722
C 0.459 -0.249 -5.351
C 1.268 -0.132 -6.474
C 1.765 -1.249 -7.132
C 1.614 -2.483 -6.547
C 0.856 -2.605 -5.373
C 0.326 -2.972 -2.332
C 1.666 -2.763 -1.936
C 2.424 -3.764 -1.375
C 1.822 -4.982 -1.118
C 0.486 -5.199 -1.366
C -0.297 -4.211 -2.005
H -3.518 -1.266 -0.430
H -2.163 -0.402 -1.102
H -5.220 -2.503 -1.647
H -5.643 -3.977 -3.536
H -3.940 -4.239 -5.391
H -1.811 -3.294 -5.201
H 0.070 0.693 -4.918
H 1.395 0.844 -6.918
H 2.333 -1.158 -8.069
H 2.052 -3.406 -6.948
H 0.756 -3.603 -4.909
H 2.008 -1.744 -1.967
H 3.416 -3.512 -1.036
H 2.382 -5.813 -0.672
H -0.043 -6.097 -1.126
H -1.391 -4.410 -2.044
C 1.107 3.881 4.064
C 0.763 4.006 2.529
C 0.851 5.467 2.128
O 1.630 3.181 1.781
C 1.028 1.901 1.980
C -0.458 2.176 1.796
O -0.555 3.484 2.352
C -1.322 2.030 0.517
O -1.362 0.757 0.094
C -2.735 2.472 0.992
C -3.717 1.500 1.007
C -5.059 1.830 1.190
C -5.486 3.141 1.371
C -4.461 4.110 1.385
C -3.136 3.807 1.134
C -1.212 2.895 -0.821
C -0.345 3.979 -0.893
C -0.211 4.644 -2.092
C -0.904 4.275 -3.224
C -1.773 3.201 -3.149
C -1.934 2.526 -1.953
C 1.912 0.756 1.457
O 1.020 -0.377 1.619
C 2.412 0.751 0.050
C 3.693 0.233 -0.198
C 4.249 0.312 -1.448
C 3.512 0.906 -2.499
C 2.178 1.225 -2.292
C 1.613 1.090 -1.007
C 3.088 0.745 2.466
C 4.123 1.681 2.408
C 5.090 1.734 3.400
C 5.042 0.925 4.535
C 4.007 -0.037 4.606
C 3.066 -0.085 3.596
H 1.874 3.093 4.229
H 0.255 3.597 4.654
H 1.579 4.772 4.381
H 1.810 5.836 2.537
H -0.004 6.002 2.650
H 0.690 5.587 1.079
H 1.027 1.761 3.043
H -0.957 1.412 2.406
H -3.424 0.521 0.798
H -5.778 1.013 1.094
H -6.527 3.430 1.397
H -4.718 5.169 1.457
H -2.377 4.616 0.991
H 0.315 4.164 -0.033
H 0.526 5.408 -2.255
H -0.785 4.852 -4.150
H -2.248 2.888 -4.056
H -2.632 1.693 -1.935
H 4.124 -0.347 0.601
H 5.224 -0.140 -1.669
H 3.959 1.055 -3.456
H 1.516 1.578 -3.155
H 0.563 1.189 -0.801
H 4.189 2.364 1.562
H 5.832 2.530 3.262
H 5.868 0.923 5.239
H 3.965 -0.830 5.387
H 2.294 -0.854 3.547
F -0.451 -5.893 4.606
C -1.298 -5.127 3.888
F -1.106 -5.458 2.622
F -2.535 -5.666 4.126
C -1.242 -3.625 4.226
C -0.578 -3.252 5.436
C -0.644 -1.928 5.839
C -1.166 -1.046 4.874
N -1.850 -1.358 3.828
C -1.958 -2.669 3.495
S -2.979 -3.005 2.149
H -0.137 -4.008 6.009
H 0.037 -1.614 6.649
H -1.045 0.028 5.115
N 2.697 -2.020 1.563
C 1.443 -1.806 1.484
H 2.738 -2.999 1.385
```

Output
LUMO energy   3.73 eV
Multiplicity   1
Energy relative to the best compared isomer or geometry (same formula, charge and spin)   25.4 kcal/mol
Total charge   -2
Highest occupied orbital energy   -0.0729 hartree

Here are the Mulliken charges for atoms 1 to 6, given in e: 0.475 0.614 0.296 -0.816 -0.459 -1.053

(4)
A structure of composition C56H50Cl3GaN6OP2S2. Source: the OMol25 dataset; level of theory: ωB97M-V/def2-TZVPD.

Geometry as XYZ:
```
121
C56H50Cl3GaN6OP2S2 (ωB97M-V/def2-TZVPD)
Ga -0.504 1.420 0.882
N 2.084 4.551 2.520
C 1.345 3.465 2.306
S -0.196 3.711 1.522
N 1.775 2.313 2.734
N 1.016 1.262 2.485
C 1.050 0.200 3.230
C 1.957 0.000 4.359
C 1.466 -0.494 5.572
C 2.313 -0.661 6.650
C 3.657 -0.339 6.538
C 4.150 0.152 5.339
C 3.309 0.333 4.258
C -0.024 -0.752 2.955
C -0.007 -2.066 3.422
C -1.130 -2.856 3.254
C -2.259 -2.289 2.679
C -2.184 -0.989 2.211
N -1.089 -0.251 2.304
H 1.676 5.457 2.368
H 2.928 4.471 3.065
H 0.413 -0.708 5.675
H 1.917 -1.041 7.578
H 4.311 -0.465 7.387
H 5.195 0.395 5.247
H 3.697 0.706 3.324
H 0.879 -2.451 3.900
H -1.134 -3.880 3.593
H -3.179 -2.841 2.585
H -3.046 -0.510 1.775
C -1.303 1.856 -3.788
C -0.009 1.256 -3.251
P 0.546 1.741 -1.537
C 1.654 3.181 -1.689
C 1.560 4.096 -2.730
C 2.517 5.090 -2.864
C 3.579 5.162 -1.977
C 3.656 4.273 -0.917
C 2.691 3.295 -0.766
C 1.917 0.523 -1.338
C 2.056 -0.209 -0.168
C 3.211 -0.925 0.090
C 4.224 -0.952 -0.855
C 4.071 -0.269 -2.050
C 2.935 0.480 -2.286
C -2.340 1.992 -2.676
P -1.711 3.406 -1.659
C -2.711 3.426 -0.137
C -2.950 4.658 0.478
C -3.624 4.725 1.681
C -4.072 3.561 2.294
C -3.800 2.331 1.724
C -3.092 2.250 0.525
C -2.533 4.743 -2.589
C -1.796 5.667 -3.312
C -2.444 6.604 -4.099
C -3.826 6.622 -4.156
C -4.564 5.708 -3.419
C -3.925 4.767 -2.638
H -1.676 1.216 -4.590
H -1.125 2.843 -4.224
H 0.830 1.487 -3.913
H -0.101 0.167 -3.208
H 0.757 4.023 -3.449
H 2.447 5.808 -3.666
H 4.346 5.908 -2.112
H 4.477 4.332 -0.218
H 2.762 2.595 0.058
H 1.232 -0.222 0.548
H 3.322 -1.440 1.032
H 5.126 -1.506 -0.656
H 4.848 -0.291 -2.796
H 2.853 1.058 -3.194
H -2.384 1.064 -2.107
H -3.327 2.227 -3.082
H -2.625 5.567 -0.010
H -3.799 5.684 2.147
H -4.646 3.621 3.206
H -4.151 1.434 2.215
H -2.993 1.308 0.004
H -0.718 5.661 -3.249
H -1.863 7.309 -4.672
H -4.331 7.345 -4.776
H -5.641 5.719 -3.461
H -4.501 4.056 -2.061
Cl -2.279 -8.567 1.765
C -1.720 -7.388 0.646
C -2.090 -6.056 0.785
C -1.560 -5.111 -0.074
C -0.676 -5.463 -1.090
C 0.000 -4.425 -1.950
C -0.985 -3.481 -2.688
N -1.499 -2.421 -1.856
C -2.805 -2.189 -1.542
C -2.818 -1.077 -0.755
N -1.537 -0.622 -0.573
C -0.778 -1.457 -1.261
O 0.926 -3.590 -1.256
C 1.353 -3.955 0.041
C 1.958 -5.320 0.176
C 2.948 -5.811 -0.628
Cl 3.681 -4.993 -1.934
S 3.429 -7.411 -0.186
C 2.301 -7.408 1.108
C 1.597 -6.252 1.182
C -0.380 -6.819 -1.256
Cl 0.644 -7.374 -2.529
C -0.886 -7.776 -0.391
H -2.780 -5.767 1.559
H -1.836 -4.075 0.057
H 0.553 -4.958 -2.736
H -1.820 -4.070 -3.071
H -0.446 -3.031 -3.527
H -3.611 -2.803 -1.888
H -3.675 -0.591 -0.336
H 0.290 -1.422 -1.323
H 0.529 -3.860 0.765
H 2.108 -3.193 0.259
H 2.226 -8.268 1.743
H 0.840 -6.061 1.921
H -0.621 -8.813 -0.523
```

Output
LUMO energy   -6.10 eV
Multiplicity   1
Energy relative to the best compared isomer or geometry (same formula, charge and spin)   28.3 kcal/mol
Total charge   +2
Highest occupied orbital energy   -0.4524 hartree

Here are the Mulliken charges for atoms 1 to 6, given in e: 2.191 -0.322 0.435 -0.518 -1.520 1.035